Entry 1:
{
  "formula": "C17H18F3N2OS",
  "method": "wB97M-V/def2-TZVPD",
  "energy_ev": -41928.2629,
  "gap_ev": 5.23,
  "e_homo_ev": -2.9,
  "charge": -1,
  "elements": ["C", "C", "N", "C", "C", "C", "C", "C", "C", "F", "F", "F", "C", "C", "C", "N", "C", "C", "C", "C", "C", "C", "S", "H", "H", "H", "H", "H", "H", "H", "H", "H", "H", "H", "H", "H", "H", "H", "H", "H", "O", "H"],
  "positions_angstrom": [[1.6488, -3.0147, 1.1682], [1.3359, -3.2849, -0.4059], [0.1115, -2.5875, -0.8941], [0.3310, -1.1506, -1.0779], [1.6467, -0.3943, -0.7815], [1.8404, 1.1394, -0.9812], [3.2348, 1.8626, -0.6247], [3.4090, 1.7050, 0.9925], [2.4099, 2.6271, 1.8224], [2.4708, 4.0104, 1.4993], [2.8262, 2.5326, 3.2037], [1.0573, 2.2100, 1.8090], [0.6536, 1.9813, -1.5089], [-0.6813, 1.2437, -1.7903], [-0.8993, -0.3003, -1.5811], [-2.2172, -0.9428, -1.8582], [-3.3266, -0.2391, -1.1920], [-4.3980, -0.9569, -0.2905], [-5.5429, -0.1356, 0.4073], [-5.7149, 1.4048, 0.2203], [-4.6666, 2.1158, -0.6734], [-3.5258, 1.3185, -1.3399], [-2.2112, 2.1484, -2.3802], [1.9125, -3.9780, 1.7239], [2.5757, -2.3194, 1.2668], [0.7726, -2.4415, 1.6382], [1.2331, -4.4304, -0.5267], [2.2765, -3.0012, -1.0087], [-0.6974, -2.7641, -0.2731], [2.5741, -0.9598, -0.3920], [4.0562, 1.2849, -1.1643], [3.1685, 2.9577, -0.9355], [4.4874, 2.0482, 1.2241], [3.2230, 0.6092, 1.2741], [0.6827, 3.1093, -1.7081], [-2.2490, -1.9071, -1.5001], [-4.3546, -2.0862, -0.1292], [-6.3002, -0.6666, 1.0922], [-6.5281, 2.0286, 0.7185], [-4.7203, 3.2554, -0.8213], [4.2411, -2.2117, 2.4991], [3.8541, -1.8201, 3.2792]],
  "mulliken_charge": [-0.542, -0.641, -0.390, 0.400, -0.127, 0.145, -0.784, -0.462, 0.816, -0.283, -0.286, -0.236, -0.878, 0.306, -0.184, -0.346, 0.400, -0.497, -0.437, -0.419, -0.389, 0.330, -0.294, 0.272, 0.122, 0.219, 0.319, 0.355, 0.292, 0.318, 0.336, 0.335, 0.318, 0.233, 0.194, 0.392, 0.211, 0.265, 0.301, 0.269, -1.092, 0.139]
}


Entry 2:
{
  "formula": "C17H18F6N2O5S4V",
  "method": "wB97M-V/def2-TZVPD",
  "s_squared": 3.77,
  "energy_ev": -116470.9367,
  "gap_ev": [6.61, 8.02],
  "relative_energy_kcal_mol": 7.45,
  "multiplicity": 4,
  "e_homo_ev": [-6.9, -8.3],
  "charge": 0,
  "elements": ["V", "F", "C", "F", "F", "S", "O", "O", "N", "S", "O", "O", "C", "F", "F", "F", "O", "S", "C", "C", "C", "C", "H", "H", "H", "H", "H", "H", "H", "H", "C", "C", "C", "C", "C", "C", "H", "H", "H", "H", "H", "S", "C", "N", "C", "C", "C", "C", "H", "H", "H", "H", "H"],
  "positions_angstrom": [[-0.8460, 0.9120, 0.4389], [0.5289, 5.9368, 0.5228], [-0.6020, 5.2655, 0.7125], [-1.5161, 5.7031, -0.1317], [-0.9978, 5.4341, 1.9592], [-0.2182, 3.4635, 0.3727], [0.0039, 2.8263, 1.6726], [0.8827, 3.5518, -0.5374], [-1.5366, 2.8526, -0.3402], [-2.7848, 2.6295, 0.7016], [-2.4895, 1.5137, 1.6192], [-3.3018, 3.8399, 1.2604], [-4.1042, 2.0137, -0.4843], [-4.9975, 2.9899, -0.5833], [-3.6178, 1.7463, -1.6777], [-4.6652, 0.9456, 0.0368], [0.8904, 0.6281, -0.7306], [2.1625, 1.0230, 0.0669], [3.1961, -0.4539, 0.0973], [4.5953, -0.0241, -0.3230], [4.3902, 0.9126, -1.5116], [3.2649, 1.8633, -1.1213], [2.7390, -1.1310, -0.6317], [3.1406, -0.8881, 1.0959], [5.2018, -0.8909, -0.5837], [5.0961, 0.4993, 0.4967], [4.1058, 0.3355, -2.3929], [5.2957, 1.4661, -1.7571], [2.6247, 2.1872, -1.9412], [3.6268, 2.7516, -0.5996], [-3.6127, -2.7272, -1.4110], [-2.8510, -1.9478, -2.2729], [-2.0445, -0.9286, -1.7578], [-1.9458, -0.6329, -0.3788], [-2.7600, -1.4456, 0.4532], [-3.5725, -2.4610, -0.0401], [-4.2441, -3.5202, -1.7995], [-2.8923, -2.1262, -3.3449], [-1.4644, -0.3342, -2.4610], [-2.7584, -1.2720, 1.5261], [-4.1803, -3.0524, 0.6436], [0.1609, -0.4755, 2.0918], [0.6584, -2.0395, 1.6214], [0.5367, -2.4969, 0.3688], [0.8419, -3.7401, -0.0355], [1.3888, -4.6315, 0.8340], [1.6149, -4.2003, 2.1481], [1.2602, -2.9428, 2.5393], [0.0614, -1.8562, -0.2862], [0.6266, -3.9620, -1.0739], [1.6296, -5.6340, 0.5110], [2.0735, -4.8774, 2.8627], [1.4055, -2.5986, 3.5554]],
  "mulliken_charge": [0.032, -0.210, 0.522, -0.198, -0.190, 1.179, -0.581, -0.632, -0.587, 1.230, -0.655, -0.648, 0.691, -0.248, -0.182, -0.194, -0.660, 0.596, -0.460, -0.667, -0.726, -0.685, 0.148, 0.393, 0.364, 0.318, 0.291, 0.376, 0.363, 0.428, -0.422, -0.764, -0.210, 0.811, -0.198, -0.777, 0.381, 0.374, 0.346, 0.329, 0.388, -0.390, 0.694, 0.327, -0.182, -0.741, -0.231, -0.804, -0.117, 0.467, 0.435, 0.400, 0.475]
}


Entry 3:
{
  "formula": "C17H18FLiN",
  "method": "wB97M-V/def2-TZVPD",
  "energy_ev": -22327.5070,
  "gap_ev": 1.66,
  "e_homo_ev": 0.3,
  "charge": -1,
  "elements": ["C", "C", "N", "F", "C", "C", "C", "C", "C", "C", "H", "H", "H", "H", "H", "H", "H", "H", "H", "H", "H", "C", "Li", "C", "C", "C", "C", "C", "C", "C", "C", "H", "H", "H", "H", "H", "H", "H"],
  "positions_angstrom": [[-0.7567, -2.0473, 0.7633], [-1.6418, -0.8435, 0.7814], [-1.1851, 0.3203, 1.2626], [0.1476, 0.2889, 1.9318], [-1.8552, 1.4793, 1.3102], [-1.1960, 2.7004, 1.8604], [-3.1314, 1.4815, 0.8324], [-3.6970, 0.3013, 0.3280], [-5.0896, 0.3079, -0.2130], [-2.9147, -0.8603, 0.2938], [-1.3510, -2.9610, 0.5544], [0.0084, -1.9682, -0.0236], [-0.2532, -2.1853, 1.7218], [-1.8981, 3.5597, 1.8417], [-0.8829, 2.5556, 2.8989], [-0.3170, 2.9834, 1.2689], [-3.7161, 2.4014, 0.8352], [-5.4862, -0.7127, -0.2865], [-5.7586, 0.8959, 0.4310], [-5.1107, 0.7540, -1.2208], [-3.3324, -1.7751, -0.1260], [2.0949, 1.2185, -1.8290], [4.0825, -0.0645, -1.5006], [2.6275, 1.9638, -0.7894], [2.8393, 1.0778, 0.3036], [2.5579, -0.2619, -0.0755], [2.0185, -0.2056, -1.5196], [2.3666, -1.2776, -2.3794], [3.1468, -2.3739, -1.9400], [3.6481, -2.4141, -0.6385], [3.3688, -1.3671, 0.2669], [1.2565, 1.6022, -2.4148], [2.6994, 3.0606, -0.6918], [3.1112, 1.4082, 1.3138], [2.0813, -1.2247, -3.4393], [3.3707, -3.1982, -2.6309], [4.2806, -3.2586, -0.3277], [3.8674, -1.3611, 1.2462]],
  "mulliken_charge": [-1.240, -0.083, 0.708, -0.299, -0.052, -1.403, -0.327, 0.923, -1.461, -0.320, 0.400, 0.014, 0.252, 0.368, 0.256, 0.187, 0.262, 0.330, 0.315, 0.236, 0.270, -0.778, 0.849, -0.323, -0.499, 0.351, -0.627, -0.394, -0.353, -0.243, -0.821, 0.277, 0.481, 0.317, 0.373, 0.309, 0.379, 0.364]
}


Entry 4:
{
  "formula": "C17H18InN4O2",
  "method": "wB97M-V/def2-TZVPD",
  "energy_ev": -33146.3518,
  "gap_ev": 7.34,
  "relative_energy_kcal_mol": 0.57,
  "e_homo_ev": -11.0,
  "charge": 1,
  "elements": ["In", "C", "C", "N", "N", "C", "O", "C", "C", "C", "C", "C", "C", "C", "C", "C", "C", "C", "N", "H", "H", "H", "H", "H", "H", "H", "H", "H", "H", "H", "H", "N", "C", "O", "C", "C", "H", "H", "H", "H", "H", "H"],
  "positions_angstrom": [[-1.2522, 0.1269, -0.0435], [2.4898, -0.8649, -2.3872], [1.1067, -0.7340, -1.8484], [0.7995, 0.0014, -0.8444], [1.7378, 0.7325, -0.1960], [1.1890, 1.4877, 0.7457], [-0.0727, 1.5373, 1.0034], [2.0932, 2.3367, 1.5468], [1.5507, 3.2101, 2.4863], [2.3837, 4.0133, 3.2475], [3.7590, 3.9448, 3.0757], [4.3034, 3.0734, 2.1404], [3.4753, 2.2716, 1.3752], [-0.0260, -1.4566, -2.4844], [0.1507, -2.2953, -3.5734], [-0.9565, -2.9163, -4.1326], [-2.2114, -2.6851, -3.5952], [-2.3069, -1.8369, -2.5054], [-1.2455, -1.2443, -1.9678], [3.1712, -0.2619, -1.7973], [2.5259, -0.5345, -3.4272], [2.8126, -1.9074, -2.3569], [0.4779, 3.2534, 2.6101], [1.9607, 4.6935, 3.9744], [4.4092, 4.5720, 3.6713], [5.3758, 3.0211, 2.0089], [3.8876, 1.5915, 0.6437], [1.1377, -2.4594, -3.9798], [-0.8372, -3.5724, -4.9842], [-3.0983, -3.1442, -4.0066], [-3.2645, -1.6157, -2.0485], [-2.7885, -2.4442, 2.8845], [-2.5457, -1.6381, 1.8610], [-1.3826, -1.5200, 1.4199], [-3.7178, -0.9252, 1.2163], [-3.3289, 0.3508, 0.4615], [-2.0276, -2.9548, 3.3049], [-3.7131, -2.5432, 3.2667], [-4.4831, -0.7420, 1.9732], [-4.1418, -1.6626, 0.5262], [-3.4009, 1.2199, 1.1140], [-3.9963, 0.5210, -0.3788]],
  "mulliken_charge": [1.725, -1.440, 0.758, 0.401, -1.124, 0.338, -0.893, 0.532, -0.428, -0.637, -0.365, -0.700, -0.200, 0.703, -0.691, -0.455, -0.817, 0.062, -0.340, 0.305, 0.361, 0.369, 0.433, 0.401, 0.393, 0.394, 0.407, 0.419, 0.435, 0.414, 0.393, -0.381, 0.734, -0.689, -0.582, -1.262, 0.267, 0.205, 0.387, 0.301, 0.489, 0.374]
}


- What is the charge in the fourth record?
  +1


What did the third record say?
{
  "formula": "C17H18FLiN",
  "method": "wB97M-V/def2-TZVPD",
  "energy_ev": -22327.5070,
  "gap_ev": 1.66,
  "e_homo_ev": 0.3,
  "charge": -1,
  "elements": ["C", "C", "N", "F", "C", "C", "C", "C", "C", "C", "H", "H", "H", "H", "H", "H", "H", "H", "H", "H", "H", "C", "Li", "C", "C", "C", "C", "C", "C", "C", "C", "H", "H", "H", "H", "H", "H", "H"],
  "positions_angstrom": [[-0.7567, -2.0473, 0.7633], [-1.6418, -0.8435, 0.7814], [-1.1851, 0.3203, 1.2626], [0.1476, 0.2889, 1.9318], [-1.8552, 1.4793, 1.3102], [-1.1960, 2.7004, 1.8604], [-3.1314, 1.4815, 0.8324], [-3.6970, 0.3013, 0.3280], [-5.0896, 0.3079, -0.2130], [-2.9147, -0.8603, 0.2938], [-1.3510, -2.9610, 0.5544], [0.0084, -1.9682, -0.0236], [-0.2532, -2.1853, 1.7218], [-1.8981, 3.5597, 1.8417], [-0.8829, 2.5556, 2.8989], [-0.3170, 2.9834, 1.2689], [-3.7161, 2.4014, 0.8352], [-5.4862, -0.7127, -0.2865], [-5.7586, 0.8959, 0.4310], [-5.1107, 0.7540, -1.2208], [-3.3324, -1.7751, -0.1260], [2.0949, 1.2185, -1.8290], [4.0825, -0.0645, -1.5006], [2.6275, 1.9638, -0.7894], [2.8393, 1.0778, 0.3036], [2.5579, -0.2619, -0.0755], [2.0185, -0.2056, -1.5196], [2.3666, -1.2776, -2.3794], [3.1468, -2.3739, -1.9400], [3.6481, -2.4141, -0.6385], [3.3688, -1.3671, 0.2669], [1.2565, 1.6022, -2.4148], [2.6994, 3.0606, -0.6918], [3.1112, 1.4082, 1.3138], [2.0813, -1.2247, -3.4393], [3.3707, -3.1982, -2.6309], [4.2806, -3.2586, -0.3277], [3.8674, -1.3611, 1.2462]],
  "mulliken_charge": [-1.240, -0.083, 0.708, -0.299, -0.052, -1.403, -0.327, 0.923, -1.461, -0.320, 0.400, 0.014, 0.252, 0.368, 0.256, 0.187, 0.262, 0.330, 0.315, 0.236, 0.270, -0.778, 0.849, -0.323, -0.499, 0.351, -0.627, -0.394, -0.353, -0.243, -0.821, 0.277, 0.481, 0.317, 0.373, 0.309, 0.379, 0.364]
}


- What is the formula in the first record?
  C17H18F3N2OS